# 1
Below is C4H7NO in the gas phase in a non-equilibrium geometry, with properties calculated with ωB97M-V with the def2-TZVPD basis set.

```
13
Properties=species:S:1:pos:R:3
C -1.03 -0.07 0.19
C 1.08 1.52 -0.17
C 2.46 1.23 0.16
C -2.44 -1.86 -0.03
N 0.07 0.63 -0.03
O -1.44 -1.08 -0.61
H 1.01 2.49 -0.60
H 2.65 1.42 1.31
H 3.18 1.81 -0.30
H 2.53 0.18 -0.12
H -2.06 -2.78 0.35
H -3.15 -2.14 -0.98
H -2.86 -1.34 0.83
```

The value obtained for the calculated total energy is -7794.8759 eV. The value obtained for the energy above the lowest of the compared OMol25 structures with the same formula, charge and spin is 460.1 kJ/mol.

---

# 2
Below is C24H32N2O4 in the gas phase, with properties calculated with ωB97M-V with the def2-TZVPD basis set.

```
62
Properties=species:S:1:pos:R:3
C 6.05 -4.42 -2.18
O 4.84 -4.33 -2.89
C 4.34 -5.56 -3.36
C 3.65 -6.38 -2.25
N 2.55 -5.63 -1.69
C 1.27 -6.06 -1.75
O 0.97 -7.18 -2.13
C 0.25 -5.09 -1.26
C -0.89 -5.59 -0.65
C -1.87 -4.72 -0.20
C -1.73 -3.35 -0.36
C -0.59 -2.84 -0.98
O -0.34 -1.53 -1.23
C -1.30 -0.53 -0.88
C -1.00 0.70 -1.73
C -1.97 1.82 -1.35
N -1.95 2.18 0.05
C -1.04 3.22 0.48
C 0.35 2.78 0.97
C -1.73 4.06 1.57
O -1.04 5.29 1.66
C -1.47 6.22 2.55
C -2.57 6.08 3.39
C -2.92 7.10 4.25
C -2.18 8.27 4.30
C -1.08 8.41 3.46
C -0.73 7.40 2.60
C -2.15 1.02 0.90
C -1.21 -0.16 0.60
C 0.39 -3.72 -1.43
H 6.36 -3.40 -1.98
H 5.93 -4.95 -1.22
H 6.82 -4.93 -2.77
H 5.14 -6.16 -3.81
H 3.60 -5.30 -4.12
H 3.23 -7.30 -2.67
H 4.37 -6.64 -1.47
H 2.75 -4.68 -1.43
H -1.00 -6.66 -0.54
H -2.76 -5.11 0.28
H -2.51 -2.70 0.00
H -2.31 -0.88 -1.12
H 0.03 1.01 -1.55
H -1.10 0.46 -2.78
H -1.76 2.71 -1.94
H -2.99 1.49 -1.59
H -0.90 3.88 -0.38
H 0.89 2.25 0.20
H 0.27 2.15 1.85
H 0.91 3.68 1.24
H -1.71 3.54 2.54
H -2.78 4.22 1.28
H -3.17 5.18 3.37
H -3.77 6.98 4.90
H -2.45 9.06 4.98
H -0.49 9.32 3.49
H 0.12 7.50 1.94
H -2.04 1.33 1.94
H -3.18 0.68 0.75
H -0.17 0.11 0.82
H -1.48 -1.00 1.23
H 1.25 -3.29 -1.94
```

The structure (SMILES) is COCCNC(=O)c1cccc(OC2CCN([C@H](C)COc3ccccc3)CC2)c1. The value obtained for the calculated total energy is -36577.2054 eV. The value obtained for the energy above the lowest of the compared OMol25 structures with the same formula, charge and spin is 242.6 kJ/mol.

---

# 3
Below is C11H19BO3 in the gas phase in a non-equilibrium geometry, with properties calculated with ωB97M-V with the def2-TZVPD basis set.

```
34
Properties=species:S:1:pos:R:3
C 2.18 -1.59 1.70
C 1.77 -0.57 0.66
C 2.89 0.44 0.42
O 0.62 0.15 1.10
B -0.19 0.30 -0.06
C -1.52 1.17 -0.08
C -1.90 1.86 -1.15
C -3.16 2.63 -1.13
O -3.85 2.73 0.13
C -3.78 1.54 0.89
C -2.37 1.06 1.16
O 0.24 -0.38 -1.23
C 1.27 -1.26 -0.70
C 0.62 -2.64 -0.48
C 2.43 -1.31 -1.71
H 2.54 -1.05 2.59
H 2.93 -2.30 1.34
H 1.30 -2.20 2.04
H 2.62 1.14 -0.39
H 3.00 1.08 1.31
H 3.82 -0.04 0.20
H -1.21 1.98 -1.93
H -3.83 2.27 -1.91
H -2.99 3.70 -1.34
H -4.32 1.75 1.84
H -4.35 0.78 0.36
H -1.91 1.67 1.95
H -2.41 0.03 1.54
H 1.33 -3.39 -0.11
H -0.17 -2.56 0.28
H 0.16 -3.04 -1.38
H 2.26 -1.99 -2.54
H 3.35 -1.63 -1.23
H 2.61 -0.32 -2.13
```

The structure (SMILES) is CC1(C)OB(C2=CCOCC2)OC1(C)C. The value obtained for the calculated total energy is -18535.9945 eV. The value obtained for the energy above the lowest of the compared OMol25 structures with the same formula, charge and spin is 0.0 kJ/mol.

---

# 4
Below is C15H16Cl2F5IrN4O3SSe as an isolated structure in a non-equilibrium geometry, with properties calculated with ωB97M-V with the def2-TZVPD basis set.

```
48
Properties=species:S:1:pos:R:3
Ir 0.36 1.47 -0.12
C 5.36 1.36 0.76
C 4.17 1.40 1.65
N 4.21 1.41 2.94
N 2.88 1.45 3.31
C 2.05 1.46 2.26
S 0.38 1.50 2.27
N 2.89 1.42 1.17
N 2.44 1.42 -0.15
H 6.27 1.34 1.36
H 5.37 2.24 0.11
H 5.33 0.46 0.14
H 2.61 1.46 4.28
H 2.79 2.24 -0.65
H 2.76 0.57 -0.64
Cl -1.87 -0.73 -1.26
C -2.02 0.78 -2.29
Cl -2.66 2.38 -1.12
C -0.66 1.15 -2.99
O -0.64 1.16 -4.21
O 0.37 1.44 -2.19
H -2.78 0.57 -3.03
C -4.29 0.47 0.24
C -3.51 1.76 0.39
C -4.22 3.04 -0.55
C -1.87 1.54 -0.08
H -5.33 0.63 0.56
H -3.86 -0.32 0.84
H -4.31 0.13 -0.80
H -3.54 2.05 1.46
H -4.22 2.76 -1.77
H -3.70 4.00 -0.41
H -5.32 3.20 -0.22
H -1.47 1.46 -1.30
H -1.13 0.93 0.55
O 0.40 3.35 -0.14
F 0.69 -7.18 0.07
C 0.63 -5.84 0.02
C 1.70 -5.11 -0.47
F 2.80 -5.76 -0.90
C 1.64 -3.73 -0.52
F 2.69 -3.06 -1.00
C 0.50 -3.05 -0.08
Se 0.41 -1.17 -0.14
C -0.57 -3.80 0.42
F -1.68 -3.19 0.85
C -0.51 -5.18 0.46
F -1.54 -5.89 0.94
```

Its multiplicity is 2. The expectation value of S² is 0.76. The value obtained for the calculated total energy is -145545.4006 eV. The value obtained for the energy above the lowest of the compared OMol25 structures with the same formula, charge and spin is 2400.8 kJ/mol. Its charge is -1.

---

# 5
Below is C6H7N3OS in the gas phase in a non-equilibrium geometry, with properties calculated with ωB97M-V with the def2-TZVPD basis set.

```
18
Properties=species:S:1:pos:R:3
C 1.21 -0.93 0.34
C -0.65 -2.17 1.46
C -0.50 0.35 1.34
C -1.04 -1.07 -0.73
C -0.23 -0.98 0.68
C 0.54 0.71 2.45
N 2.34 -0.92 0.18
N -1.55 -2.98 0.93
N -0.17 -1.03 -1.89
O -1.31 1.12 0.92
S -2.05 -2.62 -0.60
H -0.19 -2.33 2.45
H -1.84 -0.20 -0.68
H 0.88 1.77 2.29
H 1.45 0.06 2.70
H -0.05 0.75 3.27
H -0.70 -0.49 -2.53
H -0.03 -1.88 -2.40
```

Its multiplicity is 3. The expectation value of S² is 2.01. The value obtained for the calculated total energy is -23682.9788 eV.

---

# 6
Below is C27H35FN4P2Pd as an isolated structure in a non-equilibrium geometry, with properties calculated with ωB97M-V with the def2-TZVPD basis set.

```
70
Properties=species:S:1:pos:R:3
Pd 0.02 0.01 6.08
C -1.21 1.79 5.54
C -1.52 0.78 4.62
C -1.00 0.71 3.20
C 0.28 -0.15 3.06
C 1.25 -0.02 4.22
C 1.56 1.16 4.90
C 1.03 2.54 4.53
C -0.24 2.93 5.31
C 1.39 -1.19 7.07
H -1.87 1.91 6.39
H -2.39 0.17 4.84
H -0.82 1.72 2.82
H -1.78 0.28 2.56
H -0.01 -1.21 3.00
H 0.79 0.08 2.11
H 1.91 -0.87 4.36
H 2.43 1.13 5.54
H 0.85 2.59 3.46
H 1.81 3.27 4.75
H 0.05 3.31 6.30
H -0.75 3.76 4.80
H 1.30 -1.09 8.16
H 2.42 -0.96 6.78
H 1.18 -2.24 6.82
P 1.36 -1.22 -2.57
P -1.71 -0.54 -2.13
N 2.78 -0.22 -2.40
N 1.92 -2.51 -3.58
N -1.82 1.17 -1.89
N -3.36 -0.99 -2.49
C 0.46 -0.21 -3.84
C -1.03 -0.58 -3.85
C 3.04 0.43 -1.19
C 4.03 1.36 -1.40
C 4.39 1.30 -2.78
C 3.60 0.33 -3.37
C 2.17 -3.78 -3.05
C 2.69 -4.57 -4.04
C 2.76 -3.79 -5.23
C 2.29 -2.53 -4.93
C -1.75 1.73 -0.61
C -1.95 3.08 -0.71
C -2.15 3.38 -2.09
C -2.07 2.21 -2.80
C -4.31 -0.33 -3.25
C -5.34 -1.20 -3.51
C -5.01 -2.45 -2.90
C -3.80 -2.30 -2.28
H 0.93 -0.40 -4.81
H 0.56 0.86 -3.62
H -1.62 0.12 -4.45
H -1.15 -1.58 -4.28
H 2.49 0.15 -0.30
H 4.46 2.01 -0.65
H 5.15 1.88 -3.28
H 3.57 -0.03 -4.39
H 1.95 -3.97 -2.01
H 2.97 -5.61 -3.93
H 3.11 -4.11 -6.20
H 2.18 -1.66 -5.56
H -1.56 1.09 0.24
H -1.94 3.78 0.11
H -2.32 4.36 -2.52
H -2.15 2.02 -3.86
H -4.17 0.71 -3.53
H -6.24 -0.97 -4.06
H -5.61 -3.35 -2.90
H -3.19 -2.98 -1.71
F -1.29 -0.49 7.37
```

Its multiplicity is 3. The expectation value of S² is 2.01. The value obtained for the calculated total energy is -59297.4862 eV. The value obtained for the energy above the lowest of the compared OMol25 structures with the same formula, charge and spin is 0.0 kJ/mol.

---

Repeat the first record exactly.
Below is C4H7NO in the gas phase in a non-equilibrium geometry, with properties calculated with ωB97M-V with the def2-TZVPD basis set.

```
13
Properties=species:S:1:pos:R:3
C -1.03 -0.07 0.19
C 1.08 1.52 -0.17
C 2.46 1.23 0.16
C -2.44 -1.86 -0.03
N 0.07 0.63 -0.03
O -1.44 -1.08 -0.61
H 1.01 2.49 -0.60
H 2.65 1.42 1.31
H 3.18 1.81 -0.30
H 2.53 0.18 -0.12
H -2.06 -2.78 0.35
H -3.15 -2.14 -0.98
H -2.86 -1.34 0.83
```

The value obtained for the calculated total energy is -7794.8759 eV. The value obtained for the energy above the lowest of the compared OMol25 structures with the same formula, charge and spin is 460.1 kJ/mol.

---

Question: What is the formula in the sixth record?
Answer: C27H35FN4P2Pd